Here is a molecular structure, C26H29HgN7O3S from OMol25. Energies are from ωB97M-V/def2-TZVPD.

Its energy above the lowest of the compared OMol25 structures with the same formula, charge and spin is 302.2 kJ/mol. The total charge is -1. As for the HOMO-LUMO gap (spin up / spin down): 5.036 / 6.497 eV. Its energy is -59010.8108 eV. The value obtained for the largest force on an atom is 2.3 eV/A. Its spin multiplicity is 2.

Atoms and positions in Å:
Hg (1.1520, 0.4877, -1.4446)
C (3.0065, -5.0241, 0.2318)
C (3.2024, -4.9899, -1.1447)
C (2.6547, -3.9787, -1.9167)
C (1.8998, -2.9605, -1.3139)
C (1.7033, -3.0074, 0.0749)
C (2.2481, -4.0242, 0.8346)
N (1.2909, -1.9265, -2.0038)
N (1.3258, -2.0121, -3.3102)
C (0.7659, -0.9511, -3.9879)
C (0.5154, -1.1406, -5.3640)
C (-0.1027, -0.1618, -6.1109)
C (-0.4708, 1.0530, -5.5293)
C (-0.1686, 1.2953, -4.1936)
C (0.4251, 0.2986, -3.4422)
H (3.4347, -5.8202, 0.8286)
H (3.7896, -5.7659, -1.6228)
H (2.7913, -3.9423, -2.9879)
H (1.1064, -2.2246, 0.5330)
H (2.0835, -4.0455, 1.9067)
H (0.8015, -2.0925, -5.7956)
H (-0.3146, -0.3379, -7.1594)
H (-0.9893, 1.8066, -6.1096)
H (-0.4330, 2.2430, -3.7440)
C (0.6999, 0.0618, 4.2681)
C (1.8669, -0.4548, 3.5149)
N (2.7527, -1.2911, 3.9495)
N (3.6239, -1.4487, 2.9001)
C (3.2936, -0.7295, 1.8103)
S (4.0929, -0.5619, 0.3681)
N (2.1479, -0.0979, 2.2156)
N (1.4229, 0.7048, 1.3630)
H (0.6508, -0.4336, 5.2338)
H (-0.2266, -0.1003, 3.7164)
H (0.7898, 1.1387, 4.4203)
H (4.4148, -2.0611, 2.9736)
H (1.7889, 1.6525, 1.3626)
H (0.4265, 0.7340, 1.6159)
O (-1.4522, 4.1282, -1.3009)
N (-0.8624, 3.1260, -1.4907)
C (-4.2093, -0.9539, -0.1743)
C (-2.9875, -1.7979, -0.5369)
C (-2.5571, -2.6878, 0.6380)
C (-1.8496, -0.9388, -0.9627)
H (-5.0352, -1.5780, 0.1751)
H (-4.5505, -0.3884, -1.0433)
H (-3.9465, -0.2446, 0.6137)
H (-3.2703, -2.4712, -1.3619)
H (-2.2682, -2.0614, 1.4855)
H (-1.6968, -3.2956, 0.3517)
H (-3.3666, -3.3526, 0.9497)
H (-1.9826, 0.1208, -1.1305)
H (-0.8506, -1.3531, -0.9523)
O (-1.2644, 1.4440, 1.9948)
C (-1.1239, 2.3662, 1.1723)
O (-0.6948, 2.1128, -0.0163)
C (-1.2920, 3.7790, 1.6272)
C (-0.3932, 4.7652, 1.2381)
C (-0.4965, 6.0428, 1.7683)
C (-1.5004, 6.3444, 2.6771)
C (-2.3995, 5.3603, 3.0669)
C (-2.2838, 4.0780, 2.5554)
H (0.4034, 4.5254, 0.5471)
H (0.2060, 6.8083, 1.4638)
H (-1.5795, 7.3438, 3.0868)
H (-3.1963, 5.5960, 3.7613)
H (-2.9623, 3.2905, 2.8564)



Here is a single C23H29NO4 molecule from OMol25. Energies are from ωB97M-V/def2-TZVPD.

Its energy above the lowest of the compared OMol25 structures with the same formula, charge and spin is 86.1 kJ/mol. The total charge is 0. As for the HOMO-LUMO gap: 8.866 eV. Its energy is -34001.6942 eV. The value obtained for the largest force on an atom is 0.7 eV/A.

Atoms and positions in Å:
C (1.4639, -2.3883, 1.6309)
C (0.3785, -2.2103, 2.6728)
H (0.7579, -2.3950, 3.6849)
H (-0.4566, -2.8973, 2.4965)
O (-0.1154, -0.8678, 2.6131)
C (-1.0742, -0.5782, 3.4914)
O (-1.4884, -1.3757, 4.2937)
C (-1.5204, 0.8739, 3.4119)
H (-0.6847, 1.4665, 3.8040)
C (-1.7895, 1.3342, 1.9759)
N (-2.9223, 0.6334, 1.3993)
C (-4.1223, 0.8607, 2.1878)
C (-3.9450, 0.3765, 3.6205)
C (-2.7641, 1.0838, 4.2749)
H (-2.9682, 2.1537, 4.3602)
H (-2.5935, 0.6800, 5.2731)
H (-4.8607, 0.5682, 4.1823)
H (-3.7609, -0.6970, 3.6195)
H (-4.3883, 1.9365, 2.1961)
H (-4.9449, 0.3165, 1.7155)
C (-3.1627, 1.0455, 0.0253)
C (-2.0039, 0.8370, -0.9091)
C (-1.2207, -0.3045, -0.8490)
C (-0.1751, -0.5281, -1.7387)
C (0.0717, 0.4103, -2.7575)
C (-0.7020, 1.5620, -2.7959)
C (-1.7192, 1.7788, -1.8843)
H (-2.3000, 2.6869, -1.9498)
H (-0.5206, 2.3045, -3.5563)
O (1.0552, 0.1387, -3.6775)
C (1.4985, 1.1766, -4.5134)
H (0.7374, 1.4592, -5.2485)
H (2.3687, 0.7788, -5.0339)
H (1.7972, 2.0569, -3.9358)
O (0.5103, -1.6911, -1.5184)
C (1.7597, -1.9345, -2.1302)
C (2.8128, -0.8836, -1.8809)
C (2.7033, 0.0325, -0.8445)
C (3.6826, 0.9932, -0.6549)
C (4.7848, 1.0418, -1.4889)
C (4.9057, 0.1217, -2.5177)
C (3.9249, -0.8320, -2.7132)
H (4.0148, -1.5433, -3.5220)
H (5.7647, 0.1523, -3.1723)
H (5.5471, 1.7924, -1.3402)
H (3.5808, 1.7060, 0.1506)
H (1.8487, 0.0067, -0.1853)
H (1.6381, -2.0829, -3.2096)
H (2.0839, -2.8857, -1.6885)
H (-1.4055, -1.0415, -0.0842)
H (-4.0092, 0.4519, -0.3408)
H (-3.4635, 2.1105, -0.0194)
H (-1.9658, 2.4281, 1.9923)
H (-0.9132, 1.1394, 1.3554)
H (2.2754, -1.6865, 1.8055)
H (1.8550, -3.4004, 1.6882)
H (1.0558, -2.2201, 0.6390)



Here is a molecular structure, C45H30CaI2N9O3S from OMol25. Energies are from ωB97M-V/def2-TZVPD.

Its energy above the lowest of the compared OMol25 structures with the same formula, charge and spin is 24.0 kJ/mol. The total charge is -1. As for the HOMO-LUMO gap: 6.430 eV. Its energy is -112187.8400 eV. The value obtained for the largest force on an atom is 0.6 eV/A.

Atoms and positions in Å:
Ca (0.1301, 0.1075, 0.7976)
O (4.5875, -5.4122, -0.6024)
C (4.1326, -5.1437, 0.5211)
O (4.4434, -5.5432, 1.6565)
C (2.9696, -4.1107, 0.5096)
C (2.3291, -3.7543, 1.6856)
C (1.3128, -2.8097, 1.6445)
N (0.9244, -2.2319, 0.5040)
C (1.5161, -2.5896, -0.6384)
C (2.5454, -3.5243, -0.6701)
C (0.9865, -1.9491, -1.8752)
C (1.6174, -2.1045, -3.1068)
C (1.0823, -1.4843, -4.2235)
C (-0.0835, -0.7500, -4.0883)
C (-0.6412, -0.6483, -2.8236)
N (-0.1224, -1.2120, -1.7417)
C (0.6144, -2.3735, 2.8888)
C (1.0880, -2.7411, 4.1491)
C (0.4175, -2.2933, 5.2741)
C (-0.7114, -1.5012, 5.1201)
C (-1.0984, -1.1703, 3.8326)
N (-0.4536, -1.5852, 2.7471)
H (2.6627, -4.2452, 2.5885)
H (3.0397, -3.8397, -1.5781)
H (2.5295, -2.6766, -3.1879)
H (1.5766, -1.5646, -5.1837)
H (-0.5345, -0.2370, -4.9265)
H (-1.5412, -0.0598, -2.6671)
H (1.9807, -3.3388, 4.2494)
H (0.7818, -2.5473, 6.2616)
H (-1.2596, -1.1153, 5.9685)
H (-1.9423, -0.5096, 3.6598)
I (-1.8450, 3.0516, 4.8170)
C (0.0141, 2.1152, 4.7913)
C (0.7653, 2.0246, 5.9702)
C (1.9604, 1.3588, 6.0053)
I (2.9973, 1.2572, 7.8207)
C (2.4708, 0.7468, 4.8271)
C (3.6929, 0.0435, 4.7428)
C (4.0852, -0.5068, 3.5530)
C (3.2451, -0.3739, 2.4357)
N (2.0957, 0.2559, 2.4837)
C (1.7026, 0.8300, 3.6432)
C (0.4219, 1.5163, 3.5985)
O (-0.2552, 1.5375, 2.5157)
H (0.3792, 2.4894, 6.8682)
H (4.3113, -0.0535, 5.6253)
H (5.0142, -1.0524, 3.4602)
H (3.5223, -0.8150, 1.4831)
S (2.1520, 1.1350, -0.8785)
C (1.1074, 1.8690, -2.0349)
N (1.3617, 2.0370, -3.2967)
N (2.5060, 1.4984, -3.7063)
C (2.8592, 1.4685, -5.0309)
C (2.0956, 2.0982, -6.0208)
C (2.4906, 2.0205, -7.3460)
C (3.6342, 1.3288, -7.7196)
C (4.3909, 0.7042, -6.7352)
C (4.0126, 0.7677, -5.4074)
N (-0.1809, 2.3762, -1.7711)
N (-0.7551, 1.9867, -0.7406)
C (-2.0598, 2.5462, -0.5855)
C (-2.7422, 3.1522, -1.6428)
C (-3.9810, 3.7285, -1.4102)
C (-4.5421, 3.7043, -0.1391)
C (-3.8654, 3.0867, 0.9017)
C (-2.6251, 2.5003, 0.6863)
H (3.0699, 1.0311, -2.9967)
H (1.2047, 2.6386, -5.7344)
H (1.8890, 2.5144, -8.1000)
H (3.9311, 1.2762, -8.7589)
H (5.2862, 0.1565, -7.0024)
H (4.6046, 0.2716, -4.6465)
H (-2.2788, 3.1856, -2.6184)
H (-4.5074, 4.2115, -2.2253)
H (-5.5082, 4.1622, 0.0346)
H (-4.2890, 3.0730, 1.8985)
H (-2.0646, 2.0864, 1.5166)
N (-2.4019, -1.0868, 0.3138)
C (-3.5133, -0.8021, 0.2385)
C (-4.8919, -0.4369, 0.1182)
C (-5.2677, 0.4320, -0.9047)
C (-6.5997, 0.7833, -1.0389)
C (-7.5456, 0.2792, -0.1580)
C (-7.1661, -0.5804, 0.8640)
C (-5.8383, -0.9448, 1.0061)
H (-4.5144, 0.8361, -1.5684)
H (-6.8955, 1.4633, -1.8268)
H (-8.5855, 0.5608, -0.2648)
H (-7.9065, -0.9690, 1.5506)
H (-5.5280, -1.6165, 1.7950)



Here is a molecular structure, C42H37F9FeI3N9P from OMol25. Energies are from ωB97M-V/def2-TZVPD.

The total charge is +1. As for the HOMO-LUMO gap: 7.148 eV. Its energy is -149998.4905 eV. The value obtained for the largest force on an atom is 1.6 eV/A.

Atoms and positions in Å:
Fe (-0.3913, -0.8998, 0.8372)
N (-0.6816, -3.2912, -2.7450)
C (-0.9250, -2.3846, -1.8040)
N (-0.2232, -2.2258, -0.7213)
C (0.8476, -3.0920, -0.4774)
N (1.5101, -3.0739, 0.6356)
N (1.0623, -2.0463, 1.4527)
C (1.6246, -1.8491, 2.5643)
C (1.1412, -0.6662, 3.2875)
C (1.6580, -0.2970, 4.5150)
C (1.1688, 0.8494, 5.1263)
C (0.1946, 1.5813, 4.4760)
C (-0.2642, 1.1433, 3.2418)
N (0.1855, 0.0414, 2.6506)
C (1.2338, -4.0220, -1.5344)
C (2.3865, -4.8123, -1.4490)
C (2.7178, -5.6603, -2.4809)
C (1.9035, -5.7422, -3.6152)
C (0.7641, -4.9757, -3.7194)
C (0.4405, -4.1147, -2.6743)
H (-1.2699, -3.3096, -3.5634)
H (-1.7696, -1.7321, -1.9606)
H (2.4297, -2.4757, 2.9339)
H (2.4291, -0.8963, 4.9801)
H (1.5505, 1.1645, 6.0882)
H (-0.2095, 2.4892, 4.9025)
H (-1.0122, 1.7127, 2.7055)
H (3.0040, -4.7326, -0.5649)
H (3.6135, -6.2636, -2.4190)
H (2.1750, -6.4053, -4.4266)
H (0.1383, -5.0233, -4.6030)
I (-1.2221, 4.7773, -1.0549)
C (-1.3304, 0.6920, 0.1331)
H (-1.9073, 0.8216, -0.7834)
H (-1.6421, 1.4585, 0.8439)
I (0.7337, 1.2326, -0.3556)
I (-2.0717, 4.7239, 1.5286)
F (4.0023, -2.7618, -6.9785)
C (3.2776, -3.2971, -5.9838)
F (2.7065, -4.4193, -6.4704)
F (4.1322, -3.6716, -5.0176)
C (2.2365, -2.3356, -5.4771)
C (2.3735, -1.7337, -4.2372)
C (1.3787, -0.8794, -3.7845)
C (0.2602, -0.5931, -4.5713)
C (0.1490, -1.1929, -5.8246)
C (1.1303, -2.0647, -6.2728)
P (-0.9995, 0.4516, -3.7490)
C (-0.5076, 2.1704, -4.1550)
C (-1.4748, 3.1742, -4.1564)
C (-1.1150, 4.5065, -4.2981)
C (0.2232, 4.8471, -4.4237)
C (1.1984, 3.8593, -4.4165)
C (0.8334, 2.5301, -4.2810)
C (0.6412, 6.2889, -4.5127)
F (1.6195, 6.4663, -5.4153)
F (1.1146, 6.7258, -3.3274)
F (-0.3793, 7.0897, -4.8525)
C (-2.4955, 0.2378, -4.7873)
C (-2.6039, 0.7131, -6.0948)
C (-3.7549, 0.4999, -6.8364)
C (-4.8153, -0.1930, -6.2710)
C (-4.7377, -0.6582, -4.9673)
C (-3.5830, -0.4369, -4.2324)
C (-6.0720, -0.4634, -7.0563)
F (-7.1616, -0.0477, -6.3880)
F (-6.0657, 0.1473, -8.2481)
F (-6.2248, -1.7830, -7.2758)
H (3.2323, -1.9529, -3.6158)
H (1.4610, -0.4394, -2.7944)
H (-0.7132, -1.0040, -6.4505)
H (1.0328, -2.5391, -7.2416)
H (-2.5232, 2.9249, -4.0443)
H (-1.8763, 5.2757, -4.3127)
H (2.2419, 4.1285, -4.5208)
H (1.6065, 1.7716, -4.2788)
H (-1.7862, 1.2720, -6.5354)
H (-3.8307, 0.8744, -7.8480)
H (-5.5816, -1.1732, -4.5247)
H (-3.5479, -0.7623, -3.1983)
C (-1.9308, -1.8173, 3.3409)
N (-3.0490, -2.5236, 3.9363)
C (-2.9984, -3.9303, 3.5322)
N (-3.0546, -4.0679, 2.0741)
C (-1.9377, -3.3449, 1.4976)
N (-1.9352, -1.8890, 1.8493)
C (-3.2427, -1.3288, 1.3936)
N (-4.3751, -2.0341, 1.9656)
C (-4.2931, -1.9383, 3.4263)
C (-4.2955, -3.4493, 1.5962)
H (-0.9916, -2.2400, 3.7018)
H (-1.9881, -0.7684, 3.6325)
H (-3.8409, -4.4607, 3.9761)
H (-2.0726, -4.3775, 3.8986)
H (-1.9943, -3.4329, 0.4171)
H (-0.9960, -3.7773, 1.8420)
H (-3.2716, -1.3807, 0.3044)
H (-3.2803, -0.2791, 1.6870)
H (-5.1404, -2.4644, 3.8668)
H (-4.3425, -0.8884, 3.7205)
H (-4.3426, -3.5393, 0.5085)
H (-5.1466, -3.9784, 2.0253)



Here is a molecular structure, C9H24BrMnO3 from OMol25. Energies are from ωB97M-V/def2-TZVPD.

Its energy above the lowest of the compared OMol25 structures with the same formula, charge and spin is 607.5 kJ/mol. The total charge is +1. As for the HOMO-LUMO gap (spin up / spin down): 2.297 / 2.783 eV. Its energy is -117214.5051 eV. The value obtained for the largest force on an atom is 2.7 eV/A. Its spin multiplicity is 6.

Atoms and positions in Å:
Mn (-37.5622, 11.1295, -7.5681)
Br (-34.4367, 8.9938, -6.9403)
C (-34.1868, 1.3351, -5.6994)
C (-34.3247, 2.8534, -5.5707)
C (-33.8280, 3.4768, -4.2798)
O (-33.8510, 3.4996, -6.7714)
H (-33.1666, 1.0971, -6.0004)
H (-34.8394, 0.8921, -6.4517)
H (-34.5280, 0.8648, -4.7772)
H (-35.3570, 3.2014, -5.6073)
H (-34.0407, 4.5443, -4.3368)
H (-32.7645, 3.2945, -4.1255)
H (-34.3783, 3.0104, -3.4627)
H (-33.8147, 4.4307, -6.5404)
C (-39.5814, 9.7643, -2.6540)
C (-38.8970, 11.0987, -2.6255)
C (-38.0297, 11.2430, -1.3774)
O (-38.0393, 11.1349, -3.7391)
H (-40.3445, 9.7516, -1.8758)
H (-38.9369, 8.8946, -2.5255)
H (-40.1944, 9.5801, -3.5363)
H (-39.5985, 11.9180, -2.7827)
H (-38.6622, 11.4884, -0.5242)
H (-37.3217, 12.0611, -1.5097)
H (-37.3981, 10.3893, -1.1321)
H (-37.1893, 10.8188, -3.4244)
C (-28.9242, 8.2305, -4.8078)
C (-29.5149, 9.4077, -4.0473)
C (-29.6057, 10.6336, -4.9182)
O (-30.7722, 9.0760, -3.6183)
H (-28.5725, 7.6076, -3.9853)
H (-28.0984, 8.6407, -5.3892)
H (-29.7302, 7.7194, -5.3343)
H (-28.8518, 9.6755, -3.2247)
H (-30.5639, 10.6293, -5.4377)
H (-28.7624, 10.7228, -5.6030)
H (-29.6398, 11.5440, -4.3199)
H (-31.3447, 8.8837, -4.3646)



Here is a single C3H6N2O molecule from OMol25. Energies are from ωB97M-V/def2-TZVPD.

Its energy above the lowest of the compared OMol25 structures with the same formula, charge and spin is 220.1 kJ/mol. The total charge is 0. As for the HOMO-LUMO gap: 10.342 eV. Its energy is -8234.4181 eV. The value obtained for the largest force on an atom is 2.2 eV/A.

Atoms and positions in Å:
N (0.5416, 0.8740, 0.9705)
C (0.5317, -0.4098, 0.2739)
C (-0.7656, -0.2551, -0.5790)
O (-1.7833, 0.6180, 0.0982)
C (1.7851, -0.6784, -0.4960)
N (2.7813, -0.8703, -1.0604)
H (1.0088, 1.5323, 0.3494)
H (-0.4964, 1.1277, 0.9509)
H (0.4712, -1.2485, 0.9845)
H (-0.4820, 0.3005, -1.4813)
H (-1.2904, -1.1676, -0.8107)
H (-2.3020, 0.1772, 0.8001)